Molecular formula: C24H66N6O6
Method: DFT, ωB97M-V/def2-TZVPD

Results
* highest occupied orbital energy: -8.18 eV
* 2S+1: 1
* energy relative to the best compared isomer or geometry (same formula, charge and spin): 133.5 kcal per mole
* F_max: 4.09 eV/A
* total charge: 0
* calculated total energy: -1733.6834 Eh

Geometry as XYZ:
```
102
C24H66N6O6, DFT ωB97M-V/def2-TZVPD
C 0.84 -5.59 5.29
O 1.09 -7.00 5.28
C -0.09 -7.77 5.16
C -0.82 -7.91 6.59
C 0.05 -8.65 7.67
N -1.83 -8.93 6.56
H 1.74 -5.09 5.65
H -0.09 -5.39 5.82
H 0.69 -5.24 4.27
H -0.76 -7.43 4.37
H 0.13 -8.80 4.89
H -1.17 -6.94 6.96
H 0.56 -9.54 7.31
H -0.50 -8.96 8.56
H 0.79 -7.91 7.95
H -2.42 -9.20 7.34
H -1.72 -9.72 5.95
C -1.35 0.87 0.45
O -1.95 -0.08 -0.45
C -1.32 -1.31 -0.71
C -0.07 -1.19 -1.55
C -0.22 -0.36 -2.88
N 0.36 -2.55 -1.97
H -0.86 1.57 -0.24
H -0.64 0.49 1.18
H -2.05 1.51 0.99
H -1.17 -1.83 0.24
H -2.18 -1.83 -1.13
H 0.68 -0.69 -0.94
H -0.48 0.63 -2.51
H -1.09 -0.79 -3.38
H 0.64 -0.39 -3.55
H 0.62 -3.03 -1.12
H -0.32 -3.19 -2.35
C -6.34 0.08 5.64
O -7.28 0.85 6.35
C -8.38 1.36 5.60
C -9.51 1.99 6.50
C -9.74 1.14 7.72
N -10.78 2.26 5.73
H -5.64 -0.33 6.37
H -5.82 0.75 4.95
H -6.82 -0.76 5.14
H -7.95 2.08 4.91
H -8.76 0.57 4.95
H -8.94 2.86 6.84
H -10.33 0.25 7.53
H -10.31 1.63 8.51
H -8.83 0.72 8.13
H -11.62 2.24 6.29
H -10.79 3.22 5.40
C -3.39 3.22 -6.44
O -2.27 3.25 -7.39
C -2.26 4.49 -8.09
C -1.05 4.66 -9.12
C -0.79 6.14 -9.23
N -1.48 4.22 -10.43
H -3.59 2.24 -6.00
H -4.29 3.72 -6.80
H -3.21 3.67 -5.46
H -3.23 4.74 -8.52
H -2.20 5.22 -7.28
H -0.22 4.08 -8.70
H -1.69 6.61 -9.60
H 0.16 6.33 -9.74
H -0.53 6.67 -8.32
H -0.70 4.02 -11.04
H -1.87 3.31 -10.21
C 0.85 6.43 -2.61
O 2.13 6.01 -3.15
C 2.73 5.03 -2.35
C 3.97 4.67 -3.11
C 3.55 3.98 -4.41
N 4.73 3.61 -2.40
H 0.93 6.84 -1.60
H 0.28 5.51 -2.59
H 0.20 7.09 -3.18
H 3.00 5.30 -1.34
H 2.12 4.13 -2.24
H 4.59 5.54 -3.31
H 4.37 3.92 -5.12
H 2.89 4.57 -5.05
H 2.99 3.05 -4.34
H 5.60 3.62 -2.91
H 4.23 2.75 -2.56
C 6.58 -3.75 -0.69
O 7.91 -3.22 -0.88
C 8.35 -2.73 0.40
C 9.55 -1.78 0.14
C 10.25 -1.21 1.43
N 9.14 -0.64 -0.54
H 6.27 -4.58 -1.33
H 5.83 -2.99 -0.89
H 6.44 -4.16 0.31
H 7.53 -2.23 0.91
H 8.48 -3.59 1.05
H 10.28 -2.22 -0.54
H 11.01 -0.49 1.12
H 10.73 -2.04 1.94
H 9.52 -0.76 2.11
H 8.42 -0.84 -1.22
H 9.90 -0.09 -0.92
```

These are the Löwdin partial charges, in e, on atoms 1 to 6: number 1, C, carries -0.087; number 2, O, carries -0.195; number 3, C, carries -0.179; number 4, C, carries -0.363; number 5, C, carries -0.091; number 6, N, carries -0.028